{"formula": "C3Br5O2", "method": "the ωB97M-V functional and the def2-TZVPD basis", "species": ["C", "C", "C", "O", "O", "Br", "Br", "Br", "Br", "Br"], "positions_angstrom": [[0.111, 3.091, 0.331], [2.937, -4.254, -1.934], [1.246, -2.891, -1.848], [0.933, 3.830, 0.655], [-0.839, 2.534, -0.013], [4.365, -3.145, -1.411], [2.987, -4.765, -3.751], [-0.021, -4.167, -0.948], [1.464, -1.398, -0.731], [0.400, -2.297, -3.563]], "total_charge": -1, "homo_lumo_gap_ha": 0.2198, "homo_ha": -0.13615}

{"formula": "C3BrF3I2O", "method": "the ωB97M-V functional and the def2-TZVPD basis", "species": ["C", "C", "C", "O", "F", "F", "F", "Br", "I", "I"], "positions_angstrom": [[1.034, 0.082, 0.586], [2.127, -0.212, -0.456], [-3.094, 0.551, 0.180], [0.733, 1.163, 0.953], [2.966, 0.812, -0.565], [1.564, -0.420, -1.650], [2.835, -1.297, -0.156], [-4.169, 1.823, 0.928], [0.059, -1.684, 1.222], [-4.055, -0.819, -1.041]], "total_charge": 0, "homo_lumo_gap_ha": 0.2765, "homo_ha": -0.32883}

{"formula": "C3BrF8N", "method": "the ωB97M-V functional and the def2-TZVPD basis", "species": ["C", "C", "C", "N", "F", "F", "F", "F", "F", "F", "F", "F", "Br"], "positions_angstrom": [[1.598, 1.127, -0.003], [0.820, -1.168, 0.150], [-3.017, 0.210, -0.021], [0.642, 0.155, 0.478], [2.848, 0.739, 0.173], [1.342, 2.291, 0.693], [1.442, 1.354, -1.320], [1.576, -1.777, 1.116], [-0.354, -1.875, 0.143], [1.314, -1.367, -1.053], [-3.197, 0.351, -1.365], [-3.590, -0.807, 0.467], [-1.424, 0.767, 0.543]], "total_charge": 0, "homo_lumo_gap_ha": [0.2955, 0.2955], "homo_ha": [-0.36625, -0.36626]}

{"formula": "C3Cl2F2NO4", "method": "the ωB97M-V functional and the def2-TZVPD basis", "species": ["C", "C", "C", "N", "O", "O", "O", "O", "F", "F", "Cl", "Cl"], "positions_angstrom": [[-3.617, -0.693, 0.631], [0.337, 0.826, -0.606], [2.706, 0.716, -0.121], [-0.153, -0.390, 0.028], [-4.072, -0.068, -0.198], [-3.338, -1.325, 1.549], [0.472, -0.789, 0.992], [-1.307, -0.666, -0.227], [3.067, 1.221, 1.061], [3.116, 1.594, -1.083], [0.320, 0.661, -2.282], [3.472, -0.823, -0.394]], "total_charge": -1, "homo_lumo_gap_ha": 0.2626, "homo_ha": -0.14435}

What ΔE to the lowest compared entry with this formula, charge and spin values result from the calculations? In sequence: 15.5 52.3 75.5 46.5 kcal/mol.